No. 1
C4H15HgN2O | ωB97M-V/def2-TZVPD

Geometry (Å):
C: 1.66464 -0.31099 -5.06520
Hg: -1.40121 -2.06585 -2.00401
N: -3.35858 -2.11380 0.54092
H: 2.37845 -0.27723 -6.02660
H: -2.82263 -2.59447 1.24049
H: 2.82495 -0.35937 -4.79327
H: 1.05506 -1.08112 -5.74521
H: 1.30868 -0.63976 -4.03826
H: 1.09608 0.66865 -5.19706
H: -3.06791 -1.14798 0.65756
H: -4.28343 -2.18379 0.88956
C: 0.46291 -0.06483 3.28436
N: 0.19583 1.01874 2.40603
C: 0.92416 2.24233 2.63437
C: -0.39358 0.80392 1.21430
O: -0.91974 -0.26908 0.83935
H: 0.74828 0.32184 4.25060
H: 1.27322 -0.66675 2.88467
H: -0.46091 -0.62084 3.35059
H: 1.97317 2.19986 2.31594
H: 0.38271 2.98021 2.04892
H: 0.91073 2.42297 3.70205
H: -0.49089 1.73732 0.60989

Calculated values
Net charge: -1
HOMO (alpha / beta), Eh: 0.035 / -0.112
ΔE to the lowest compared entry with this formula, charge and spin, eV: 1.474
Orbital gap (alpha / beta), eV: 2.01 / 6.00
E_tot, eV: -13587.63421


No. 2
C6H6Br2O3 | ωB97M-V/def2-TZVPD

Geometry (Å):
C: -1.57969 1.32016 -0.12178
C: 0.18686 -1.76324 -1.10445
C: -0.28828 0.62426 -0.02557
C: -0.17741 -0.17372 0.94052
C: 0.52992 1.21351 -1.06034
C: 0.95588 -1.11369 1.48832
O: -2.45653 0.77395 -0.64293
O: -0.97853 -1.72799 -0.95708
O: 1.27615 -1.64696 -1.50513
Br: -1.68460 3.13223 0.50577
Br: -1.94926 -0.65138 1.66714
H: 0.84533 0.40043 -1.73539
H: 1.46408 1.65766 -0.64496
H: 0.06266 1.98941 -1.64308
H: 1.94030 -0.58560 1.39007
H: 1.09340 -2.04708 0.92376
H: 0.75972 -1.40197 2.52514

Calculated values
SMILES: C/C(Br)=C(\C)C(=O)Br.O=C=O
HOMO, Eh: -0.354
Orbital gap, eV: 10.07
E_tot, eV: -152544.93144


No. 3
C2H5FO | ωB97M-V/def2-TZVPD

Geometry (Å):
C: 0.56367 0.60617 0.04081
C: -0.57447 -0.87786 -0.06599
O: -0.31816 1.49334 0.56405
F: -1.72639 -0.67318 -0.77222
H: 1.18817 0.07230 0.76922
H: 0.82009 0.79615 -1.04789
H: -0.23501 -1.77364 -0.46702
H: -0.85200 -1.21497 0.97701
H: -1.08325 1.79270 0.08332

Calculated values
SMILES: OCCF
HOMO, Eh: -0.347
ΔE to the lowest compared entry with this formula, charge and spin, eV: 1.923
Orbital gap, eV: 10.46
E_tot, eV: -6917.68695


No. 4
C22H48BNO5PS3 | ωB97M-V/def2-TZVPD

Geometry (Å):
O: 6.06347 -0.19543 1.32470
P: 7.07275 0.73295 0.43337
O: 8.03389 -0.37780 -0.21815
S: 8.07793 1.91899 1.63827
B: 5.98565 1.63080 -0.92703
O: 5.34965 0.72527 -1.90333
C: 4.35645 1.57000 -2.40095
C: 3.73877 2.19226 -1.11426
C: 2.61403 1.33835 -0.56693
C: 2.32338 1.60931 0.91535
C: 2.62169 0.42940 1.82165
S: 2.27358 0.74452 3.57391
C: 3.85286 1.21923 4.29744
S: 4.84159 0.02418 4.79109
N: 4.07751 2.55344 4.56415
C: 5.51297 2.88664 4.76002
C: 5.81838 4.37806 4.87319
O: 5.14016 5.19808 3.93874
C: 3.76267 4.92641 4.08397
C: 3.48863 3.51809 3.59868
O: 4.81864 2.21970 -0.19619
H: 5.46319 0.43550 1.74384
H: 8.59849 -0.75188 0.46977
H: 6.70428 2.47438 -1.44575
H: 4.79131 2.39036 -2.98570
H: 3.60914 1.03655 -2.99095
H: 3.40899 3.22742 -1.24593
H: 2.86301 0.29121 -0.74621
H: 1.70633 1.57378 -1.12287
H: 2.89357 2.48417 1.21092
H: 1.25803 1.81816 1.02020
H: 1.91210 -0.36231 1.57851
H: 3.61207 0.00799 1.66177
H: 5.84872 2.43366 5.68914
H: 6.12960 2.44591 3.97514
H: 5.59138 4.74854 5.87843
H: 6.88235 4.50595 4.69385
H: 3.49950 5.01724 5.14299
H: 3.18152 5.62779 3.49184
H: 2.42374 3.37907 3.47446
H: 4.02369 3.42017 2.65339
C: -4.62435 -1.21573 1.28329
C: -3.78564 -1.53755 0.04962
C: -2.28184 -1.53988 0.31624
C: -1.71021 -0.19895 0.77717
C: -1.95705 0.96643 -0.17915
C: -1.31919 0.76976 -1.55178
H: -4.41508 -0.21495 1.66321
H: -5.69030 -1.26167 1.05140
H: -4.42492 -1.92933 2.08530
H: -4.02592 -0.82978 -0.74927
H: -4.07256 -2.52567 -0.32226
H: -1.76278 -1.86693 -0.58880
H: -2.05767 -2.29326 1.07782
H: -0.63131 -0.31385 0.92177
H: -2.11649 0.05583 1.76000
H: -1.54714 1.87280 0.27401
H: -3.03087 1.14317 -0.29375
H: -0.24331 0.62166 -1.45165
H: -1.48256 1.64453 -2.18289
H: -1.73215 -0.09480 -2.07456
C: -6.97688 -6.06593 -4.45499
C: -6.99940 -4.60228 -4.88687
C: -5.76872 -3.81609 -4.43825
C: -5.57984 -3.72610 -2.92340
C: -6.75524 -3.11338 -2.16441
C: -7.04561 -1.66818 -2.55977
H: -6.97093 -6.16598 -3.36879
H: -7.85527 -6.59496 -4.82759
H: -6.09122 -6.57201 -4.84422
H: -7.90836 -4.12450 -4.51113
H: -7.06029 -4.55574 -5.97731
H: -5.81844 -2.80905 -4.86112
H: -4.87616 -4.27800 -4.87131
H: -4.68207 -3.13406 -2.72060
H: -5.37785 -4.72215 -2.51943
H: -6.53027 -3.14618 -1.09489
H: -7.65504 -3.71917 -2.30433
H: -6.16906 -1.03845 -2.39395
H: -7.86621 -1.26075 -1.96738
H: -7.32752 -1.58497 -3.61052

Calculated values
Net charge: -1
HOMO, Eh: -0.178
ΔE to the lowest compared entry with this formula, charge and spin, eV: 0.000
Orbital gap, eV: 6.93
E_tot, eV: -77796.53699